Formula: C6H12N
Source: the Open Molecules 2025 dataset
Level of theory: ωB97M-V/def2-TZVPD

Geometry as XYZ:
```
19
Properties=species:S:1:pos:R:3:forces:R:3
N -1.3184 -0.2084 -0.4695 1.819 2.014 -1.643
C -0.0588 1.9517 -1.0409 1.189 3.291 -2.907
C 0.0948 -0.6360 -0.7212 -0.245 -1.621 -0.481
C -0.9361 -0.6669 -1.8246 -1.489 -4.572 2.666
C 0.7875 0.3915 2.5104 -3.135 -0.179 -0.066
C -0.1821 0.7222 -0.2802 0.740 -0.532 1.029
C 0.8743 -1.8146 -0.2213 1.140 1.961 2.544
H 1.4595 1.2199 2.4461 0.719 -0.204 -0.215
H -0.9695 2.1258 -1.6970 0.952 -0.430 0.606
H -0.8968 -0.0317 -2.5979 -0.154 2.716 -2.420
H -1.4993 -1.6514 -2.0597 1.479 1.447 0.359
H 0.8532 -1.9001 0.9009 -0.246 0.109 -1.204
H 0.0765 3.0013 -0.6139 -0.367 -1.746 0.588
H 1.9326 -1.6080 -0.4121 -0.098 0.066 -0.212
H 0.8510 -0.6508 2.1578 0.675 1.117 0.498
H 0.6772 -2.7632 -0.5953 -0.885 -1.399 -1.122
H -2.0088 -0.3604 0.1936 -1.669 -1.014 1.303
H 0.8918 1.9783 -1.7521 -1.904 -0.632 1.329
H -0.1994 0.6388 3.0216 1.479 -0.389 -0.649
```
Positions in Å, forces in eV/Å.

Results
Energy relative to the best compared isomer or geometry (same formula, charge and spin) = 7.270 eV
Charge = +1
HOMO (alpha / beta) = -12.69 / -13.70 eV
E = -290.054739 Ha
M = 98.17 Da